[1]
Below is 2 unconnected molecules or ions with the total composition C3H9N2OSi, with properties calculated with the ωB97M-V functional and the def2-TZVPD basis.

- orbital gap (eV) = 9.135
- E_tot (hartree) = -593.569464
- ΔE to the lowest compared entry with this formula, charge and spin (kcal/mol) = 58.4
- net charge = +1

Structure (XYZ):
```
16
Properties=species:S:1:pos:R:3:lowdin_charge:R:1
C -1.590 0.521 0.800 -0.181
C -0.568 0.637 1.981 -0.019
C -1.692 0.717 -0.561 0.015
N -1.848 -0.022 1.899 0.213
N -1.271 0.022 -1.568 0.269
O 1.299 0.363 -0.307 -0.328
Si 2.138 -0.988 -0.716 0.596
H 0.201 -0.153 1.838 0.099
H -0.349 1.515 2.565 0.116
H -2.235 1.618 -0.651 0.157
H -0.606 -0.700 -1.354 0.063
H 1.327 0.560 0.636 0.011
H -1.432 0.327 -2.502 0.156
H 2.305 -1.745 0.532 -0.054
H 0.933 -1.746 -1.204 -0.049
H 3.388 -0.925 -1.388 -0.065
```



[2]
Below is 2 unconnected molecules or ions with the total composition C3H9N2PS, with properties calculated with the ωB97M-V functional and the def2-TZVPD basis.

- orbital gap (spin up / spin down) (eV) = 5.395 / 6.119
- E_tot (hartree) = -968.574127
- ΔE to the lowest compared entry with this formula, charge and spin (kcal/mol) = 130.8
- net charge = 0

Structure (XYZ):
```
16
Properties=species:S:1:pos:R:3:lowdin_charge:R:1
C -1.531 -1.026 1.222 -0.134
C 2.141 0.828 -1.051 -0.280
C -0.925 -1.377 -0.120 -0.416
N -0.476 -0.423 -1.021 0.177
N 1.197 1.408 -0.234 -0.459
P 0.903 2.724 0.513 0.366
S -0.905 2.613 1.281 0.001
H -1.733 -2.032 1.792 0.105
H -0.712 -0.468 1.830 0.079
H -2.446 -0.390 0.962 0.084
H 1.627 0.342 -1.910 0.061
H 2.999 1.579 -1.258 0.098
H 2.629 -0.060 -0.513 0.091
H -0.070 -2.034 0.125 0.114
H -1.625 -1.996 -0.651 0.126
H -1.073 0.313 -0.968 -0.014
```



[3]
Below is a gas-phase ion, C3H9N2S (charge -1), with properties calculated with the ωB97M-V functional and the def2-TZVPD basis.

- orbital gap (eV) = 6.732
- E_tot (hartree) = -627.427863
- ΔE to the lowest compared entry with this formula, charge and spin (kcal/mol) = 7.9
- net charge = -1
- SMILES = NC[C@H](N)C[S-]

Structure (XYZ):
```
15
Properties=species:S:1:pos:R:3:lowdin_charge:R:1
N -1.934 0.979 0.385 -0.032
C -1.232 -0.138 -0.263 -0.266
C 0.220 -0.461 0.202 -0.522
N 0.674 0.499 1.223 -0.013
C 1.182 -0.578 -0.992 -0.798
S 2.814 -1.174 -0.497 0.108
H -1.312 1.776 0.330 0.042
H -1.992 0.798 1.376 0.043
H -1.236 0.076 -1.341 0.093
H -1.821 -1.041 -0.153 0.090
H 0.181 -1.439 0.678 0.102
H 1.553 0.085 1.540 0.012
H 1.039 1.309 0.710 0.058
H 0.631 -1.130 -1.761 0.038
H 1.233 0.437 -1.434 0.043
```



[4]
Below is 2 unconnected molecules or ions with the total composition C3H9N2S, with properties calculated with the ωB97M-V functional and the def2-TZVPD basis.

- orbital gap (eV) = 6.945
- E_tot (hartree) = -627.408675
- ΔE to the lowest compared entry with this formula, charge and spin (kcal/mol) = 20.0
- net charge = -1

Structure (XYZ):
```
15
Properties=species:S:1:pos:R:3:lowdin_charge:R:1
C 2.374 -0.214 -2.333 -0.208
N 2.908 -0.561 -1.243 -0.018
H 2.588 -0.826 -3.212 0.037
H 1.692 0.639 -2.363 0.006
H 2.473 -0.005 -0.493 -0.052
C -1.902 0.014 0.957 -0.432
C -0.775 0.988 1.337 -0.766
S 0.271 1.414 -0.086 0.209
N -1.442 -1.282 0.478 -0.049
H -2.468 0.470 0.142 0.077
H -2.571 -0.093 1.818 0.086
H -0.181 0.517 2.132 0.031
H -1.245 1.869 1.776 0.024
H -1.064 -1.842 1.234 0.042
H -0.657 -1.088 -0.144 0.011
```



[5]
Below is 2 unconnected molecules or ions with the total composition C3H9N2S, with properties calculated with the ωB97M-V functional and the def2-TZVPD basis.

- orbital gap (eV) = 6.497
- E_tot (hartree) = -627.382618
- ΔE to the lowest compared entry with this formula, charge and spin (kcal/mol) = 36.3
- net charge = -1

Structure (XYZ):
```
15
Properties=species:S:1:pos:R:3:lowdin_charge:R:1
C -1.276 0.027 2.827 -0.711
S -0.505 0.600 1.280 0.178
H -1.321 -1.069 2.812 -0.021
H -0.646 0.365 3.653 -0.029
H -2.304 0.390 2.913 -0.022
C 1.940 0.225 -1.088 -0.161
N 0.890 -0.347 -1.923 -0.075
C -0.409 0.056 -1.684 -0.480
N -1.430 -0.714 -1.791 -0.008
H 2.836 0.459 -1.677 0.058
H 1.551 1.176 -0.720 0.040
H 2.156 -0.407 -0.221 0.060
H 0.924 -1.352 -2.013 0.105
H -0.474 1.128 -1.455 0.078
H -1.933 -0.537 -0.914 -0.012
```



[6]
Below is 2 unconnected molecules or ions with the total composition C3H9N2S, with properties calculated with the ωB97M-V functional and the def2-TZVPD basis.

- orbital gap (eV) = 9.842
- E_tot (hartree) = -627.036968
- ΔE to the lowest compared entry with this formula, charge and spin (kcal/mol) = 83.5
- net charge = +1

Structure (XYZ):
```
15
Properties=species:S:1:pos:R:3:lowdin_charge:R:1
C 0.073 0.725 0.137 -0.405
C -0.121 -1.850 0.059 -0.078
C -0.603 -0.498 0.517 -0.505
N 0.336 1.827 0.784 0.144
N 1.362 0.613 -1.513 0.139
S -1.764 0.323 -0.720 1.028
H 0.101 -1.858 -1.002 0.070
H 0.777 -2.126 0.609 0.104
H -0.881 -2.600 0.249 0.097
H -1.008 -0.519 1.530 0.138
H -0.006 1.991 1.727 0.146
H 0.735 2.614 0.288 0.140
H 1.238 -0.343 -1.831 0.004
H 2.244 0.681 -1.017 0.026
H -2.483 1.019 0.182 -0.047
```



[7]
Below is 2 unconnected molecules or ions with the total composition C3H9N2S, with properties calculated with the ωB97M-V functional and the def2-TZVPD basis.

- orbital gap (spin up / spin down) (eV) = 7.265 / 9.028
- E_tot (hartree) = -626.947548
- ΔE to the lowest compared entry with this formula, charge and spin (kcal/mol) = 41.2
- net charge = +1
- 2S+1 = 3

Structure (XYZ):
```
15
Properties=species:S:1:pos:R:3:lowdin_spin:R:1
C 0.049 0.061 0.647 0.592
C 1.312 2.318 0.524 0.468
C -0.477 -1.815 -0.954 0.039
N -1.219 0.426 1.047 0.218
N 0.149 -0.416 -0.720 0.066
S 2.195 3.468 -0.164 0.504
H 0.719 -0.236 1.515 0.013
H 1.583 2.096 1.557 0.057
H 0.309 -2.279 -1.637 0.002
H -0.566 -2.305 -0.090 0.002
H -1.406 -1.591 -1.391 0.003
H -1.904 0.334 0.276 0.005
H -1.693 0.041 1.832 0.017
H -0.256 0.294 -1.414 0.011
H 1.206 -0.397 -1.028 0.002
```



[8]
Below is a gas-phase ion, C3H9N2Si2 (charge +1), with properties calculated with the ωB97M-V functional and the def2-TZVPD basis.

- orbital gap (eV) = 10.599
- E_tot (hartree) = -807.922617
- ΔE to the lowest compared entry with this formula, charge and spin (kcal/mol) = 0.0
- net charge = +1
- SMILES = [SiH3]c1[nH]cc[n+]1[SiH3]

Structure (XYZ):
```
16
Properties=species:S:1:pos:R:3:lowdin_charge:R:1
Si 1.913 0.874 0.165 0.779
C 0.647 -0.631 0.178 -0.416
N 0.703 -1.906 0.321 0.090
C -0.569 -2.475 0.166 -0.019
C -1.386 -1.430 -0.090 -0.114
N -0.602 -0.300 -0.364 -0.155
Si -1.561 1.329 -0.245 0.742
H 1.254 1.364 -1.052 -0.057
H 3.175 0.266 -0.160 -0.073
H 1.846 1.512 1.508 -0.042
H 1.468 -2.389 0.768 0.179
H -0.753 -3.579 0.355 0.162
H -2.434 -1.350 -0.087 0.098
H -1.612 1.525 1.212 -0.043
H -2.936 0.993 -0.530 -0.062
H -1.155 2.385 -1.122 -0.069
```



[9]
Below is 2 unconnected molecules or ions with the total composition C3H9N3, with properties calculated with the ωB97M-V functional and the def2-TZVPD basis.

- orbital gap (spin up / spin down) (eV) = 2.715 / 8.770
- E_tot (hartree) = -283.893046
- ΔE to the lowest compared entry with this formula, charge and spin (kcal/mol) = 20.4
- net charge = -1
- 2S+1 = 2

Structure (XYZ):
```
15
Properties=species:S:1:pos:R:3:lowdin_spin:R:1
C -0.826 1.012 -2.610 0.016
C -1.372 -0.174 -2.308 0.087
N -1.080 -0.945 -1.222 0.064
H 0.004 1.489 -2.122 0.002
H -1.286 1.638 -3.373 0.002
H -2.207 -0.528 -2.895 0.014
H -0.334 -0.675 -0.602 0.025
H -1.494 -1.858 -1.170 0.087
N 2.019 -0.515 2.262 0.081
C 0.723 -0.123 2.053 0.318
N 0.481 1.056 1.649 0.018
H 2.169 -1.257 2.940 0.107
H 2.719 0.209 2.261 0.015
H 0.025 -0.958 2.170 0.128
H -0.476 1.217 1.349 0.036
```



[10]
Below is C3H9N3 in the gas phase, with properties calculated with the ωB97M-V functional and the def2-TZVPD basis.

- orbital gap (eV) = 9.049
- E_tot (hartree) = -283.819650
- ΔE to the lowest compared entry with this formula, charge and spin (kcal/mol) = 102.6
- net charge = 0
- SMILES = CN1CCNN1

Structure (XYZ):
```
15
Properties=species:S:1:pos:R:3:lowdin_charge:R:1
C -1.598 0.587 -0.322 -0.207
N -0.586 0.384 0.622 -0.213
C 0.036 -0.896 0.531 -0.241
C 1.283 -0.691 -0.402 -0.156
N 1.805 0.647 0.005 -0.116
N 0.690 1.469 0.062 -0.010
H -1.211 0.251 -1.447 0.111
H -2.448 -0.088 -0.158 0.064
H -1.862 1.764 -0.306 0.116
H -0.675 -1.639 0.154 0.108
H 0.268 -1.161 1.619 0.122
H 1.910 -1.464 -0.240 0.060
H 0.867 -0.654 -1.478 0.126
H 2.448 0.534 0.744 0.087
H 0.636 2.303 0.799 0.147
```